Entry from the Open Molecules 2025 dataset: one molecule with the formula CH3NO2S (ωB97M-V/def2-TZVPD).

Results
LUMO energy   0.25 eV
SMILES string   CS[N+](=O)[O-]
E_HOMO   -10.01 eV

Last column: natural (NBO) charge in e.
Atoms and positions in Å:
1 C -0.84 -1.05 -0.19  -0.7229
2 N 1.03 1.37 0.23  0.4859
3 O 1.63 0.92 -0.73  -0.3714
4 O 1.23 2.29 0.91  -0.3159
5 S -0.58 0.52 0.78  0.2280
6 H -1.58 -1.67 0.23  0.2404
7 H 0.16 -1.47 -0.05  0.2356
8 H -1.04 -0.91 -1.19  0.2201

=====

Entry from the Open Molecules 2025 dataset: one molecule with the formula CH3NO2S (ωB97M-V/def2-TZVPD).

Results
LUMO energy   -0.28 eV
SMILES string   N=[S@]1(=O)CO1
E_HOMO   -10.12 eV

Last column: natural (NBO) charge in e.
Atoms and positions in Å:
1 C 1.33 0.15 0.21  -0.2604
2 N -1.66 -1.07 -0.24  -1.0037
3 O -1.00 1.46 -0.12  -0.8990
4 O 0.39 -0.20 1.29  -0.6669
5 S -0.56 0.07 0.02  1.9813
6 H 1.90 -0.72 -0.11  0.2324
7 H 1.44 1.20 0.31  0.2375
8 H -1.84 -0.89 -1.34  0.3787

=====

Entry from the Open Molecules 2025 dataset: a 2-piece molecular cluster, CH3NO2S overall (ωB97M-V/def2-TZVPD).

Results
LUMO energy   -0.52 eV
E_HOMO   -10.26 eV

Last column: natural (NBO) charge in e.
Atoms and positions in Å:
1 C -1.32 -0.37 -0.25  0.0145
2 N -0.58 0.46 0.35  -0.6473
3 O 2.51 1.24 0.15  -0.8543
4 O 1.72 -1.15 0.74  -0.8587
5 S 1.75 0.00 -0.13  1.6471
6 H -1.20 -1.42 -0.16  0.1674
7 H -2.13 -0.26 -0.97  0.1560
8 H -0.74 1.50 0.28  0.3753

=====

Entry from the Open Molecules 2025 dataset: one molecule with the formula CH3NO2S (ωB97M-V/def2-TZVPD).

Results
LUMO energy (alpha / beta)   0.77 / -4.10 eV
E_HOMO (alpha / beta)   -5.73 / -11.32 eV
2S+1   3

Last column: Mulliken spin population.
Atoms and positions in Å:
1 C -0.46 -0.82 -0.12  0.7165
2 N 0.48 -0.25 0.90  0.2519
3 O -0.51 1.75 -0.38  0.2225
4 O 1.73 0.98 -1.16  0.2758
5 S 0.47 0.67 -0.43  0.5336
6 H -0.15 -1.84 -0.36  0.0159
7 H -1.56 -0.75 -0.08  -0.0028
8 H 0.00 0.25 1.63  -0.0134

=====

Entry from the Open Molecules 2025 dataset: one molecule with the formula CH3NO2S2 (ωB97M-V/def2-TZVPD).

Results
LUMO energy   0.49 eV
SMILES string   O=C(NS)OS
E_HOMO   -9.38 eV

Last column: natural (NBO) charge in e.
Atoms and positions in Å:
1 C 0.00 0.55 0.09  0.8693
2 N -1.12 -0.20 0.31  -0.7914
3 O -0.02 1.69 -0.22  -0.5735
4 O 1.13 -0.15 0.44  -0.6591
5 S -2.58 0.42 -0.15  0.2176
6 S 2.47 0.44 -0.19  0.3365
7 H -1.18 -1.13 0.56  0.4159
8 H -2.67 1.35 0.84  0.1059
9 H 2.92 1.39 0.55  0.0787

=====

Entry from the Open Molecules 2025 dataset: CH3NO3 as an isolated structure (ωB97M-V/def2-TZVPD).

Results
LUMO energy   -0.21 eV
E_HOMO   -10.28 eV

Last column: natural (NBO) charge in e.
Atoms and positions in Å:
1 C -0.48 -0.87 -0.02  0.8486
2 N -1.66 -1.15 -0.32  -0.7481
3 O 1.24 1.03 -0.11  -0.4352
4 O 0.52 -1.11 0.66  -0.6657
5 O -0.17 0.87 -0.27  -0.4193
6 H 1.29 -0.03 0.36  0.5114
7 H -2.06 -0.55 -1.04  0.3927
8 H 1.32 1.80 0.74  0.5156

=====

Entry from the Open Molecules 2025 dataset: a 2-piece molecular cluster, CH3NO3 overall (ωB97M-V/def2-TZVPD).

Results
LUMO energy (alpha / beta)   0.44 / -2.54 eV
E_HOMO (alpha / beta)   -9.23 / -10.33 eV
2S+1   3

Last column: Mulliken spin population.
Atoms and positions in Å:
1 C -1.00 -0.50 0.50  0.0239
2 N 0.09 0.00 0.00  0.7310
3 O -1.96 -1.11 0.15  0.1787
4 O 0.67 -0.31 -1.93  0.8545
5 O 0.69 1.08 0.43  0.1713
6 H -0.73 -0.13 1.54  0.0645
7 H 0.96 -1.26 -1.91  -0.0284
8 H 1.65 1.06 0.12  0.0044

=====

Entry from the Open Molecules 2025 dataset: a 2-piece molecular cluster, CH3NO3 overall (ωB97M-V/def2-TZVPD).

Results
LUMO energy (alpha / beta)   0.60 / -3.00 eV
E_HOMO (alpha / beta)   -5.38 / -10.91 eV
2S+1   3

Last column: Mulliken spin population.
Atoms and positions in Å:
1 C -0.19 -1.48 -1.29  0.4965
2 N -0.38 -1.15 -0.18  0.8388
3 O 0.35 -1.83 -2.28  0.2865
4 O -1.16 -0.49 0.70  0.4268
5 O 0.38 1.68 0.89  0.0341
6 H -0.61 0.13 1.16  -0.0696
7 H 1.24 1.31 1.11  -0.0130
8 H 0.38 1.84 -0.11  -0.0001

=====

Entry from the Open Molecules 2025 dataset: a 2-piece molecular cluster, CH3NO3S overall (ωB97M-V/def2-TZVPD).

Results
Charge   -2
LUMO energy   6.73 eV
E_HOMO   1.29 eV

Last column: natural (NBO) charge in e.
Atoms and positions in Å:
1 C 0.25 0.12 -0.32  -0.6711
2 N 0.72 0.76 1.58  -0.2770
3 O 1.08 2.07 1.38  -0.7816
4 O -0.15 -2.02 -1.91  -1.1100
5 O -2.03 -1.27 -0.40  -1.1070
6 S -0.51 -1.52 -0.50  1.3671
7 H -0.34 0.87 -0.71  0.1569
8 H 1.32 0.22 -0.85  0.1609
9 H -0.35 0.77 1.72  0.2618

=====

Entry from the Open Molecules 2025 dataset: a 2-piece molecular cluster, CH3NO3S overall (ωB97M-V/def2-TZVPD).

Results
LUMO energy (alpha / beta)   0.22 / -2.03 eV
E_HOMO (alpha / beta)   -6.59 / -10.66 eV
2S+1   3

Last column: Mulliken spin population.
Atoms and positions in Å:
1 C 1.06 -1.79 -0.53  0.6145
2 N -0.64 1.31 0.87  0.0007
3 O -1.18 2.19 1.52  0.0011
4 O 0.14 0.46 1.22  -0.0007
5 O -1.02 1.23 -0.42  0.0070
6 S 0.23 -1.58 -1.82  1.2374
7 H 2.07 -1.26 -0.28  0.0702
8 H 0.82 -2.60 0.22  0.0716
9 H -1.48 2.04 -0.77  -0.0017

=====

Entry from the Open Molecules 2025 dataset: a 2-piece molecular cluster, CH3NO3S2 overall (ωB97M-V/def2-TZVPD).

Results
LUMO energy (alpha / beta)   -2.40 / -3.00 eV
E_HOMO (alpha / beta)   -10.91 / -9.84 eV

Last column: natural (NBO) charge in e.
Atoms and positions in Å:
1 C -1.69 -0.23 0.05  -0.7620
2 N 1.67 -1.06 -0.97  -0.6548
3 O 3.59 -1.31 0.73  -0.8377
4 O -0.81 2.17 -0.83  -0.8470
5 O 0.43 1.03 1.03  -0.8798
6 S 2.42 -0.58 0.20  1.4224
7 S -0.29 0.99 -0.27  1.8095
8 H -1.25 -0.83 -0.70  0.2391
9 H -1.51 -0.47 1.07  0.2602
10 H -2.56 0.28 -0.31  0.2502

=====

Entry from the Open Molecules 2025 dataset: one molecule with the formula CH3NO4 (ωB97M-V/def2-TZVPD).

Results
LUMO energy   0.01 eV
SMILES string   O=NOC(O)O
E_HOMO   -9.56 eV

Last column: natural (NBO) charge in e.
Atoms and positions in Å:
1 C -0.52 -0.05 0.38  0.6276
2 N 1.95 -0.11 0.35  0.3099
3 O 2.99 0.11 -0.20  -0.3299
4 O -1.10 -1.19 0.07  -0.6317
5 O -0.99 1.08 0.00  -0.6566
6 O 0.90 0.08 -0.46  -0.4457
7 H -0.11 0.05 1.37  0.1735
8 H -1.50 -1.02 -0.73  0.4677
9 H -1.62 1.04 -0.78  0.4851

=====

Number 1: E -643.19466 a.u.. Number 2: E -643.15758 a.u.. Number 3: E -643.26714 a.u.. Number 4: E -643.03583 a.u.. Number 5: E -1041.47295 a.u.. Number 6: E -320.20136 a.u.. Number 7: E -320.12576 a.u.. Number 8: E -320.11721 a.u.. Number 9: E -718.35071 a.u.. Number 10: E -718.29933 a.u.. Number 11: E -1116.56786 a.u.. Number 12: E -395.49133 a.u..